{
  "formula": "C40H60N4O9S4",
  "method": "ωB97M-V/def2-TZVPD",
  "multiplicity": 1,
  "e_homo_ev": -7.35,
  "fmax_ev_per_a": 2.6,
  "smiles": "[H]/N=C(\\C)Cc1c(C)cc2c(c1C#C)Sc1c(ccc(-c3cccnc3)c1CCCCCC)N2NCC.CCOS(C)(=O)=O.CCOS(C)(=O)=O.CCOS(C)(=O)=O",
  "e_tot_ha": -4048.96178,
  "species": ["H", "N", "C", "C", "C", "C", "C", "C", "C", "C", "C", "C", "C", "C", "S", "C", "C", "C", "C", "C", "C", "C", "C", "C", "N", "C", "C", "C", "C", "C", "C", "C", "C", "N", "N", "C", "C", "H", "H", "H", "H", "H", "H", "H", "H", "H", "H", "H", "H", "H", "H", "H", "H", "H", "H", "H", "H", "H", "H", "H", "H", "H", "H", "H", "H", "H", "H", "H", "H", "H", "H", "H", "C", "C", "O", "S", "C", "O", "O", "H", "H", "H", "H", "H", "H", "H", "H", "C", "C", "O", "S", "C", "O", "O", "H", "H", "H", "H", "H", "H", "H", "H", "C", "C", "O", "S", "C", "O", "O", "H", "H", "H", "H", "H", "H", "H", "H"],
  "coordinates": [[2.93020, -5.61671, -2.86314], [2.87384, -5.06688, -2.00283], [3.02372, -3.83079, -2.26758], [3.20845, -3.37513, -3.72528], [2.98557, -2.86980, -1.06567], [2.63558, -1.42225, -1.39583], [3.43665, -0.31468, -1.03386], [4.78159, -0.48437, -0.30176], [3.03893, 1.00288, -1.32832], [1.83754, 1.33089, -1.99497], [1.06879, 0.20569, -2.39098], [1.44239, -1.11769, -2.10356], [0.51757, -2.17455, -2.53990], [-0.38023, -2.97733, -2.62748], [-0.44436, 0.51512, -3.29635], [-0.95477, 2.07118, -2.56178], [0.06599, 2.96963, -2.15311], [-0.40431, 4.19785, -1.63680], [-1.76769, 4.48479, -1.49889], [-2.76831, 3.55983, -1.86921], [-4.22561, 3.88535, -1.66148], [-5.07349, 4.16106, -2.76441], [-6.41843, 4.40550, -2.39793], [-6.76961, 4.39701, -1.05001], [-6.01704, 4.15076, 0.03344], [-4.75854, 3.88422, -0.36340], [-2.32958, 2.33782, -2.42609], [-3.33271, 1.25051, -2.86760], [-3.34887, 0.05719, -1.82598], [-2.78532, 0.40808, -0.42754], [-3.15599, -0.72022, 0.59560], [-1.99314, -1.72232, 0.81114], [-2.44871, -2.82794, 1.82026], [1.42101, 2.63902, -2.30915], [2.35264, 3.66435, -2.20631], [2.68166, 4.11673, -0.84701], [4.22318, 4.41928, -0.73064], [2.26366, -3.48788, -4.28792], [3.54345, -2.33008, -3.81454], [3.93247, -4.05588, -4.20810], [2.18740, -3.24590, -0.39575], [3.92560, -2.99461, -0.51205], [5.10742, -1.52961, -0.25016], [5.52801, 0.03363, -0.93665], [4.76665, -0.02947, 0.69989], [3.70834, 1.81266, -1.01962], [-1.25451, -3.60673, -2.65037], [0.29690, 4.97502, -1.32874], [-2.06364, 5.44791, -1.07129], [-4.77023, 4.15974, -3.81313], [-7.17821, 4.59975, -3.16092], [-7.82537, 4.62800, -0.82525], [-4.05726, 3.63198, 0.44995], [-4.33322, 1.70717, -2.94097], [-3.08118, 0.87281, -3.87499], [-2.68473, -0.71558, -2.25762], [-4.36169, -0.37471, -1.76832], [-1.68017, 0.43861, -0.46413], [-3.16372, 1.36621, -0.02979], [-3.41087, -0.22158, 1.55170], [-4.05022, -1.27976, 0.26391], [-1.11982, -1.14703, 1.17641], [-1.68228, -2.16596, -0.15237], [-1.67584, -3.07487, 2.56544], [-3.37226, -2.47732, 2.30747], [-2.70818, -3.73438, 1.24179], [3.17966, 3.41839, -2.73838], [2.17144, 5.03900, -0.53634], [2.48955, 3.30118, -0.12361], [4.37362, 5.48095, -0.45869], [4.69178, 3.84138, 0.08372], [4.75826, 4.27065, -1.68303], [7.67333, -5.93659, 2.19628], [7.98475, -5.06756, 3.39933], [8.68509, -3.86309, 3.03468], [7.85909, -2.69520, 2.33028], [9.09457, -1.44442, 2.45200], [6.74793, -2.33870, 3.16113], [7.67815, -3.01894, 0.94887], [6.96308, -5.44930, 1.52876], [7.23947, -6.88537, 2.51417], [8.57801, -6.13310, 1.61985], [7.07840, -4.82028, 3.95614], [8.64387, -5.60789, 4.07755], [9.26315, -1.21295, 3.50067], [8.72235, -0.56715, 1.92610], [10.00522, -1.80332, 1.97848], [-11.80954, 0.43311, -3.33036], [-10.47340, 1.12854, -3.50757], [-9.95239, 1.62954, -2.26527], [-9.33554, 0.57906, -1.22755], [-8.58975, 1.74941, -0.14464], [-8.31422, -0.17528, -1.88920], [-10.40536, -0.07244, -0.53624], [-11.70651, -0.47592, -2.73861], [-12.22767, 0.15840, -4.29987], [-12.51413, 1.08182, -2.80862], [-9.74283, 0.47020, -3.98244], [-10.59835, 1.99509, -4.15629], [-7.79965, 2.27120, -0.67672], [-8.17633, 1.20054, 0.69947], [-9.35158, 2.44328, 0.20340], [3.84346, -1.89138, 3.94956], [4.23794, -1.88865, 5.41119], [4.06583, -0.59474, 6.02177], [2.58374, -0.11190, 6.36169], [3.02632, 1.27972, 7.34961], [1.95388, -1.09618, 7.18768], [1.95955, 0.36062, 5.16479], [2.77349, -1.71886, 3.82775], [4.08417, -2.85040, 3.49137], [4.36365, -1.10019, 3.41050], [3.68516, -2.64441, 5.97347], [5.29680, -2.12860, 5.49941], [3.53140, 0.93147, 8.24692], [2.10628, 1.79898, 7.61097], [3.66978, 1.93402, 6.76642]],
  "forces_ev_per_a": [[0.0, 0.0, 0.1], [0.1, 0.3, 0.0], [-0.3, -0.5, -0.3], [0.1, 0.1, 0.2], [-0.7, 0.1, -0.3], [0.3, 0.8, -0.2], [0.0, -0.5, 0.3], [-0.2, 0.3, -1.0], [-0.3, 0.5, -0.2], [0.6, -2.0, 0.5], [-0.4, 0.8, 0.0], [-0.2, -0.3, -0.3], [-0.1, 0.3, 1.0], [0.1, 0.3, 0.0], [0.3, 0.3, 0.1], [0.8, 0.0, 0.2], [-1.9, 0.5, -0.2], [0.3, 0.1, 0.0], [-0.2, -0.6, -0.1], [0.9, 0.1, 0.0], [0.1, 0.0, -1.1], [-1.1, -0.1, 1.8], [1.2, -0.1, -0.4], [-1.9, 0.6, 0.4], [1.0, -0.1, -2.4], [0.9, -0.2, 1.1], [-0.3, -0.3, -0.4], [0.1, 0.2, 0.8], [0.6, 0.3, -0.7], [-0.6, -1.0, 0.3], [0.5, 0.4, -0.3], [-0.4, 0.2, 0.5], [0.2, 0.2, -0.8], [-0.1, -0.5, 0.0], [-0.1, 0.8, 0.4], [1.8, -0.5, 0.6], [-0.4, 0.6, 0.2], [0.3, 0.2, 0.4], [-0.1, -0.4, 0.0], [-0.2, 0.4, 0.2], [0.4, 0.0, -0.3], [-0.3, 0.2, -0.3], [-0.1, 0.4, 0.2], [-0.2, -0.1, 0.6], [0.0, -0.2, -0.3], [-0.2, -0.4, -0.1], [0.6, 0.1, -0.2], [-0.2, -0.4, -0.2], [0.1, -0.3, -0.2], [0.2, 0.0, 0.5], [0.2, 0.0, 0.4], [0.5, -0.1, -0.1], [-0.3, 0.2, -0.4], [0.4, -0.3, 0.1], [-0.1, 0.2, 0.4], [-0.4, 0.1, 0.3], [0.3, 0.3, 0.1], [-0.5, 0.3, -0.1], [0.2, -0.3, -0.4], [0.1, -0.5, -0.3], [0.3, 0.3, 0.1], [-0.4, -0.4, 0.0], [-0.2, 0.2, 0.3], [-0.4, 0.1, -0.3], [0.4, -0.3, 0.1], [0.1, 0.3, 0.5], [-0.2, 0.0, 0.1], [-0.3, -0.5, -0.3], [-0.4, 0.5, -0.2], [0.0, -0.5, -0.2], [-0.1, 0.0, -0.5], [-0.2, -0.1, 0.4], [-0.1, 0.2, -0.2], [-0.4, -0.7, 0.0], [0.0, 0.3, 0.0], [0.8, 0.1, 0.1], [0.1, 0.0, 0.1], [-0.1, -0.2, -0.2], [-0.4, 0.1, 0.0], [0.0, 0.0, 0.0], [0.1, 0.0, 0.1], [0.0, 0.0, 0.1], [0.0, 0.2, -0.1], [0.2, 0.3, 0.0], [0.0, 0.0, 0.0], [-0.1, -0.1, 0.0], [0.0, 0.0, 0.0], [0.0, -0.2, 0.2], [-0.4, -0.3, -0.5], [0.2, 0.1, 0.2], [0.0, 0.6, 0.2], [0.0, 0.0, 0.0], [-0.2, -0.2, 0.0], [0.1, -0.3, -0.1], [0.0, 0.0, 0.0], [0.1, 0.1, 0.0], [0.0, 0.0, -0.1], [0.1, 0.0, 0.2], [0.2, 0.1, 0.2], [-0.1, -0.1, 0.0], [0.0, -0.1, -0.1], [0.0, 0.0, 0.0], [-0.4, 0.2, -0.1], [0.0, -0.7, -0.4], [-0.1, 0.2, 0.2], [0.6, 0.2, 0.1], [0.1, 0.0, 0.1], [-0.2, -0.1, -0.2], [-0.2, -0.1, 0.1], [0.0, 0.0, 0.1], [0.1, 0.0, 0.1], [0.1, -0.1, 0.0], [-0.1, 0.2, 0.1], [0.0, 0.3, 0.1], [0.0, 0.0, 0.0], [0.0, -0.1, -0.1], [0.0, 0.0, 0.0]]
}